C30H75F2KNO24P5S2 as an isolated structure in a non-equilibrium geometry. Source: OMol25; level of theory: wB97M-V/def2-TZVPD.

Computed properties:
HOMO energy: -9.23 eV
E_LUMO: -1.621 eV

Structure (ORCA input):
```
! wB97M-V def2-TZVPD RIJCOSX def2/J DEFGRID3
* xyz 0 1
K 0.7172 -1.7474 5.7194
N 2.0239 -0.7648 2.5072
S 1.7594 -0.1287 1.2163
O 0.4379 -0.3888 0.5633
O 2.8027 0.3708 0.3482
F 1.4275 1.2471 2.0807
S 2.5447 -2.1158 1.4803
O 3.8987 -2.1087 0.9449
O 1.4930 -2.7834 0.7915
F 2.7465 -3.0796 2.7817
C 7.3679 4.0899 1.6903
C 7.1057 5.5333 1.8385
O 6.3258 6.0329 0.7445
P 4.6890 6.0226 0.7969
O 4.0589 5.3884 1.9582
O 4.2147 7.5662 0.9568
C 4.3391 8.4840 0.0024
C 3.8231 9.8223 0.6383
O 4.2490 5.5707 -0.6632
C 2.8406 5.5679 -0.8691
C 2.8343 5.9759 -2.3915
H 6.3660 3.7006 1.5094
H 8.0468 3.8753 0.8649
H 7.7400 3.7635 2.6614
H 6.5185 5.7543 2.7298
H 8.1321 5.8907 1.9213
H 5.3195 8.4860 -0.4740
H 3.5811 8.2161 -0.7336
H 3.7273 10.5861 -0.1334
H 2.8305 9.8208 1.0889
H 4.5788 10.0484 1.3906
H 2.6039 4.5532 -0.5488
H 2.1962 6.2722 -0.3430
H 1.8621 5.8110 -2.8560
H 3.1244 7.0040 -2.6084
H 3.4795 5.3395 -2.9970
C 2.7197 -8.6824 3.6678
C 1.5004 -7.9406 4.1765
O 0.3727 -7.9624 3.2280
P -0.8305 -7.1654 3.9242
O -0.5725 -5.7829 4.4643
O -1.8883 -7.2000 2.7419
C -3.1661 -6.6734 2.9215
C -4.0787 -7.3832 1.9511
O -1.3799 -8.1019 5.0638
C -1.6541 -9.4886 4.7803
C -0.6488 -10.2693 5.6193
H 3.7297 -8.4198 3.9826
H 2.6320 -9.7659 3.7478
H 2.6884 -8.3878 2.6188
H 1.2021 -8.3786 5.1290
H 1.7562 -6.8821 4.2246
H -3.5585 -6.9070 3.9112
H -3.1534 -5.5835 2.9254
H -3.7712 -8.4289 1.9516
H -5.1226 -7.2128 2.2144
H -3.7699 -7.0120 0.9738
H -2.6044 -9.5915 5.3042
H -1.6091 -9.8168 3.7419
H -1.1200 -11.1244 6.1039
H 0.1859 -10.6480 5.0294
H -0.1197 -9.7086 6.3899
C -4.0990 -2.9590 -7.0802
C -5.5426 -3.3796 -6.5504
O -5.5735 -3.3463 -5.1248
P -6.8683 -3.0796 -4.2401
O -7.7693 -1.9707 -4.6132
O -7.6239 -4.5606 -4.3224
C -8.2899 -5.0649 -3.1079
C -8.3331 -6.5839 -3.2481
O -6.2613 -3.1242 -2.6626
C -6.1356 -1.9409 -1.8427
C -4.7157 -1.4129 -1.9958
H -4.0760 -1.9914 -7.5815
H -3.4170 -3.0321 -6.2331
H -3.6873 -3.7156 -7.7482
H -6.4635 -3.0532 -7.0335
H -5.6791 -4.4374 -6.7755
H -7.7866 -4.8577 -2.1635
H -9.2108 -4.5336 -2.8675
H -8.9611 -6.8300 -2.3919
H -8.9724 -6.8550 -4.0882
H -7.4951 -7.2799 -3.2097
H -6.8065 -1.1976 -2.2733
H -6.4547 -2.1002 -0.8127
H -3.8577 -2.0225 -1.7122
H -4.5138 -1.1621 -3.0371
H -4.5790 -0.4556 -1.4928
C -0.9185 6.7701 4.5634
C 0.2645 7.7917 4.6207
O -0.2560 8.7443 5.3580
P -1.2796 10.0011 4.9460
O -1.3136 10.3655 3.5005
O -0.9119 11.1598 6.0282
C -0.1921 12.2831 5.8193
C 1.2603 12.0730 6.3145
O -2.7263 9.5674 5.5307
C -3.8877 10.2873 5.2574
C -5.1088 9.7720 6.0564
H -1.8616 7.2664 4.3347
H -0.7527 5.9709 3.8409
H -1.0203 6.2314 5.5055
H 1.1148 7.2499 5.0348
H 0.3746 8.0443 3.5661
H -0.3617 12.5982 4.7897
H -0.6810 12.9976 6.4816
H 1.6747 11.1373 5.9390
H 1.8577 12.9818 6.2426
H 1.4273 11.9588 7.3856
H -3.8334 11.3710 5.3612
H -4.1734 10.1796 4.2111
H -4.9411 10.2875 7.0020
H -6.0797 10.1018 5.6866
H -5.0475 8.7098 6.2931
C 0.0950 -4.0872 -4.3098
C 1.5339 -4.6090 -4.2921
O 2.2342 -4.0389 -5.4299
P 3.4996 -4.7534 -6.1013
O 4.0501 -5.9666 -5.3981
O 3.0344 -4.9913 -7.6441
C 3.9503 -5.6323 -8.4335
C 3.1581 -6.1664 -9.6675
O 4.6481 -3.5377 -6.2263
C 5.0041 -2.7010 -5.0848
C 4.6012 -1.2264 -5.3859
H -0.5962 -4.6586 -4.9294
H -0.2918 -3.8905 -3.3099
H 0.0090 -3.0513 -4.6377
H 2.1492 -4.2853 -3.4526
H 1.6908 -5.6868 -4.3344
H 4.8052 -5.0929 -8.8414
H 4.3505 -6.5314 -7.9649
H 3.8350 -6.4859 -10.4598
H 2.4150 -6.9283 -9.4319
H 2.5392 -5.3747 -10.0898
H 4.6959 -3.0347 -4.0940
H 6.0874 -2.7972 -5.1585
H 5.0537 -0.9166 -6.3280
H 3.5246 -1.0970 -5.2750
H 4.9236 -0.5731 -4.5751
*
```

Results of the Löwdin charge analysis, in e, for atoms 1 through 5:
1 K 0.9272
2 N -0.2374
3 S 0.3575
4 O -0.3208
5 O -0.2644

C30H75FN5O10Pb as an isolated structure in a non-equilibrium geometry. Source: OMol25; level of theory: wB97M-V/def2-TZVPD.

Computed properties:
HOMO energy: -9.93 eV
E_LUMO: -2.210 eV

Structure (ORCA input):
```
! wB97M-V def2-TZVPD RIJCOSX def2/J DEFGRID3
* xyz 1 1
Pb -26.5165 31.8403 3.8964
F -28.0373 30.1002 3.5976
C -23.3656 31.7057 6.3656
O -24.7554 31.4747 6.0999
C -25.4812 31.4209 7.3273
C -26.9681 31.3611 7.0495
N -27.4336 32.5571 6.3229
C -28.8678 32.4913 5.9836
C -29.2076 33.6493 5.0285
O -28.4249 33.6104 3.8273
C -28.8675 34.6324 2.9393
H -22.7740 31.4022 5.5053
H -23.0293 31.0424 7.1679
H -23.2396 32.7424 6.6724
H -25.2488 32.2858 7.9582
H -25.1994 30.4969 7.8391
H -27.4521 31.1824 8.0160
H -27.1494 30.4609 6.4529
H -27.1999 33.3250 6.9451
H -29.4309 32.5790 6.9169
H -29.1574 31.5547 5.5044
H -29.1241 34.5992 5.5674
H -30.2561 33.5503 4.7306
H -29.8904 34.5106 2.5786
H -28.1966 34.6476 2.0834
H -28.7877 35.5877 3.4632
C -29.3352 29.1779 8.9367
O -28.6010 28.6941 7.8412
C -29.3704 28.5142 6.6522
C -28.8315 27.3583 5.8495
N -29.4400 27.3871 4.5051
C -28.7272 26.5531 3.5431
C -28.7276 25.0493 3.8179
O -27.9189 24.7049 4.9128
C -27.9412 23.3278 5.1946
H -29.6474 30.2179 8.7982
H -28.6779 29.1158 9.8078
H -30.1608 28.5116 9.2085
H -29.3308 29.4485 6.0805
H -30.3925 28.2662 6.9566
H -28.9302 26.4064 6.3660
H -27.7476 27.5060 5.7172
H -29.2191 28.3350 4.1901
H -27.6787 26.8769 3.4814
H -29.1409 26.6715 2.5400
H -28.3309 24.5779 2.9061
H -29.7601 24.7097 3.9692
H -28.9495 22.9644 5.4347
H -27.3445 23.1901 6.0939
H -27.5871 22.7269 4.3500
C -27.0297 28.6616 0.4614
O -25.8883 27.9507 0.0363
C -25.6807 26.7585 0.7533
C -24.4932 26.0833 0.0748
N -23.9167 24.9487 0.7793
C -24.8198 23.8148 0.9829
C -24.1652 22.7756 1.8646
O -23.3169 21.9914 1.0526
C -22.3635 21.2422 1.7477
H -27.9598 28.1778 0.1384
H -27.0039 29.6311 -0.0383
H -27.0185 28.7835 1.5513
H -26.4952 26.0263 0.7101
H -25.4434 26.9722 1.8031
H -23.7258 26.8372 -0.1114
H -24.8156 25.7532 -0.9266
H -23.1112 24.6294 0.2557
H -25.1101 23.3838 0.0164
H -25.7100 24.2045 1.4817
H -24.9194 22.1071 2.3069
H -23.6528 23.2335 2.7166
H -22.8150 20.3862 2.2656
H -21.8407 21.7533 2.5685
H -21.5880 20.9113 1.0626
C -34.4690 30.1746 1.2780
O -33.5451 29.3466 1.9479
C -32.4660 28.9877 1.0839
C -31.1751 28.6923 1.8469
N -30.5165 29.9123 2.2794
C -31.2632 30.9129 3.0297
C -31.7204 30.4646 4.4237
O -31.7783 31.5936 5.2927
C -32.3728 31.2528 6.5176
H -35.2690 30.4901 1.9434
H -34.8864 29.6095 0.4348
H -34.0520 31.0898 0.8401
H -32.2651 29.6397 0.2273
H -32.8583 28.0590 0.6350
H -30.5222 28.0453 1.2623
H -31.4952 28.0930 2.7167
H -29.5879 29.7872 2.6807
H -32.0990 31.3137 2.4638
H -30.4998 31.6887 3.1609
H -31.0062 29.7518 4.8524
H -32.6620 29.9123 4.3475
H -32.3334 32.1312 7.1648
H -31.8086 30.4836 7.0604
H -33.4073 30.9080 6.4488
C -25.1735 28.6933 4.4958
O -25.1334 29.7536 3.5669
C -23.9739 29.8449 2.7685
C -24.3025 30.8595 1.7062
N -24.4688 32.2140 2.2510
C -24.9831 33.1199 1.1932
C -26.3335 32.7895 0.5445
O -27.2684 32.2246 1.4645
C -28.5411 31.9600 0.8732
H -24.2360 28.5319 5.0365
H -25.3612 27.7636 3.9487
H -25.9927 28.8116 5.1971
H -23.7774 28.8780 2.2862
H -23.0780 30.0586 3.3673
H -25.2116 30.4747 1.2391
H -23.5459 30.8380 0.9110
H -23.5511 32.5287 2.5468
H -24.1597 33.3546 0.5080
H -25.0311 34.1039 1.6820
H -26.2090 32.0990 -0.2958
H -26.7689 33.7126 0.1536
H -28.8400 32.7223 0.1446
H -29.2823 32.0068 1.6619
H -28.4987 30.9945 0.3791
*
```

Results of the Löwdin charge analysis, in e, for atoms 1 through 5:
1 Pb 1.6874
2 F -0.5125
3 C -0.0660
4 O -0.3075
5 C -0.2068

A 5-piece molecular cluster, C30H75N5O10 overall in a non-equilibrium geometry. Source: OMol25; level of theory: wB97M-V/def2-TZVPD.

Computed properties:
HOMO energy: -8.33 eV
E_LUMO: 0.593 eV
SMILES: COCCNCCOC.COCCNCCOC.COCCNCCOC.COCCNCCOC.COCCNCCOC

Structure (ORCA input):
```
! wB97M-V def2-TZVPD RIJCOSX def2/J DEFGRID3
* xyz 0 1
C 0.1331 -3.9493 -4.8744
O -0.9958 -3.5788 -4.1508
C -2.2271 -4.0186 -4.7001
C -2.9237 -5.1012 -3.9239
N -4.2015 -5.4470 -4.4958
C -4.9510 -6.3594 -3.6286
C -6.0988 -7.0156 -4.3550
O -5.5898 -7.8416 -5.3878
C -6.4887 -8.8493 -5.7613
H 0.3971 -5.0080 -4.7428
H 1.0039 -3.4047 -4.4934
H 0.1480 -3.7153 -5.9471
H -2.0976 -4.1681 -5.7809
H -2.8885 -3.1419 -4.7561
H -3.1142 -4.7169 -2.9187
H -2.2537 -5.9722 -3.8335
H -4.1717 -5.8736 -5.4144
H -5.2987 -5.7891 -2.7628
H -4.2622 -7.1298 -3.2476
H -6.7186 -6.2489 -4.8361
H -6.7020 -7.5934 -3.6500
H -6.8374 -9.4638 -4.9236
H -6.0445 -9.5865 -6.4301
H -7.3378 -8.3904 -6.2756
C 0.0136 -2.8155 4.7399
O -1.2061 -2.7464 5.4873
C -2.2859 -3.5058 4.9509
C -3.1989 -2.6184 4.1408
N -3.8163 -1.5964 4.9805
C -4.7439 -0.7390 4.2177
C -4.1329 0.6318 3.9212
O -3.0410 0.5434 3.0369
C -3.4057 0.4031 1.6772
H 0.6557 -2.2950 5.4511
H -0.0633 -2.1602 3.8674
H 0.3271 -3.8251 4.4846
H -2.7656 -3.9195 5.8406
H -1.9441 -4.3546 4.3474
H -3.9803 -3.2003 3.6447
H -2.6596 -2.1419 3.3073
H -3.1372 -0.9540 5.3686
H -5.6698 -0.6219 4.7903
H -5.0118 -1.1873 3.2568
H -3.7458 0.9761 4.8885
H -4.8381 1.4197 3.6330
H -4.2914 1.0137 1.4805
H -3.5529 -0.6465 1.4130
H -2.6021 0.7918 1.0523
C -2.5458 3.9750 -5.8144
O -1.7623 4.2262 -4.6770
C -0.8655 3.1621 -4.3404
C -0.4395 3.3864 -2.8978
N 0.4697 4.5736 -2.8262
C 1.4501 4.4442 -1.7427
C 0.9888 4.0654 -0.3519
O 0.1072 5.0410 0.1720
C -0.5272 4.5407 1.3348
H -3.4078 3.3361 -5.6037
H -2.0117 3.5715 -6.6848
H -2.8713 4.9642 -6.1476
H -0.0673 3.2467 -5.0811
H -1.3322 2.1710 -4.4063
H 0.0032 2.4559 -2.5337
H -1.3511 3.5477 -2.3173
H -0.2197 5.2760 -2.5633
H 2.0151 5.3791 -1.7663
H 2.1094 3.6332 -2.0774
H 1.8781 3.9129 0.2724
H 0.4710 3.0982 -0.3783
H -1.0300 3.6030 1.0466
H -1.3716 5.1463 1.6634
H 0.2173 4.3664 2.1170
C 3.0182 1.7281 -4.6476
O 2.7348 0.8313 -3.5732
C 1.6491 -0.0484 -3.8027
C 1.4860 -0.8988 -2.5407
N 1.2795 -0.0569 -1.3808
C 1.7425 -0.6100 -0.1220
C 1.5692 0.4075 1.0101
O 2.3016 0.0167 2.1306
C 1.8039 0.5755 3.3574
H 4.0927 1.8099 -4.7672
H 2.5771 2.6891 -4.3583
H 2.4985 1.4468 -5.5655
H 1.8982 -0.7664 -4.5944
H 0.7614 0.5645 -3.9993
H 2.3530 -1.5700 -2.4633
H 0.5931 -1.5093 -2.7312
H 1.7950 0.7980 -1.5767
H 2.7947 -0.9358 -0.1456
H 1.1700 -1.5306 0.0376
H 0.4848 0.5301 1.1111
H 1.9644 1.3485 0.5987
H 2.7509 0.7418 3.8653
H 1.1385 -0.1350 3.8449
H 1.2960 1.5265 3.1911
C 8.0202 0.4250 5.2547
O 7.0118 1.0293 4.5137
C 6.2227 1.9465 5.2207
C 5.2096 2.6671 4.3797
N 5.8912 3.4536 3.3382
C 5.0297 4.1307 2.4068
C 3.8547 4.9025 2.9919
O 2.7670 4.0794 3.3961
C 2.0992 4.5406 4.5498
H 8.7510 -0.0549 4.6084
H 7.6306 -0.3834 5.8926
H 8.5255 1.1009 5.9544
H 6.8813 2.7329 5.6227
H 5.7676 1.5012 6.1150
H 4.8313 3.4856 4.9915
H 4.4643 2.0429 3.8833
H 6.6885 3.0299 2.8933
H 4.5070 3.3659 1.7991
H 5.5217 4.7906 1.6960
H 3.4413 5.5659 2.2234
H 4.2091 5.5219 3.8269
H 2.7212 4.5667 5.4461
H 1.2508 3.8719 4.6939
H 1.6605 5.5229 4.3390
*
```

Results of the Löwdin charge analysis, in e, for atoms 1 through 5:
1 C -0.1393
2 O -0.1817
3 C -0.2325
4 C -0.2272
5 N -0.0679